C17H22BBr2MoN3O4S3Sb as an isolated structure, computed with wB97M-V/def2-TZVPD.

The calculation puts the HOMO-LUMO gap (alpha / beta) at 6.15 / 5.91 eV. Its spin multiplicity is 2.

Atoms and positions in Å:
Mo: 0.0748 -0.1629 0.1518
S: -2.2616 1.5133 -3.5793
Sb: -3.2692 0.6801 -1.7557
S: -1.9774 -1.0772 0.9057
S: -1.7671 -1.2531 -1.1223
Br: 2.6224 -4.6579 0.2682
C: 3.1637 -2.9884 0.9627
C: 4.4186 -2.8423 1.5519
C: 4.8243 -1.6220 2.0318
Br: 6.5450 -1.4759 2.8199
C: 3.9928 -0.4865 1.9492
C: 4.3252 0.8095 2.3915
C: 3.4076 1.8175 2.2367
C: 2.1667 1.5634 1.6557
N: 1.8046 0.3574 1.2240
C: 2.7156 -0.6581 1.3648
C: 2.2715 -1.9214 0.8581
O: 1.0914 -1.9817 0.3428
H: 5.0761 -3.6970 1.6246
H: 5.2888 0.9956 2.8437
H: 3.6337 2.8226 2.5646
H: 1.4448 2.3554 1.5167
C: 0.8715 -0.8641 -4.2494
N: 1.2072 0.4958 -3.8674
C: 1.3506 0.8872 -2.5951
N: 1.6174 2.1974 -2.3754
O: 1.3598 0.0429 -1.6698
H: 1.6799 -1.3033 -4.8342
H: -0.0484 -0.8612 -4.8330
H: 0.7170 -1.4528 -3.3489
H: 1.0928 1.2026 -4.5724
H: 1.3747 2.8656 -3.0867
H: 1.4802 2.5169 -1.4299
C: -3.6603 3.8743 -0.6961
C: -2.4839 3.4466 0.1681
C: -2.8678 3.5567 1.6429
O: -2.1912 2.0482 -0.0717
B: -0.7896 1.8185 0.0199
O: -0.1747 3.0677 0.0273
C: -1.1273 4.1365 -0.1614
C: -1.0400 4.5920 -1.6182
C: -0.7458 5.2979 0.7433
H: -4.5350 3.2884 -0.4076
H: -3.4672 3.6986 -1.7539
H: -3.8818 4.9309 -0.5426
H: -3.7369 2.9242 1.8220
H: -3.1165 4.5844 1.9088
H: -2.0562 3.2014 2.2789
H: -1.2350 3.7635 -2.3009
H: -0.0382 4.9833 -1.8061
H: -1.7572 5.3886 -1.8162
H: -0.7137 5.0057 1.7915
H: -1.4488 6.1230 0.6215
H: 0.2467 5.6471 0.4576

Mulliken population analysis, charges in e, atoms 1 to 5: -0.185 -0.596 0.695 -0.288 -0.145


C42H46HgN6O2P2 as an isolated structure, computed with wB97M-V/def2-TZVPD.

The calculation puts the HOMO-LUMO gap at 3.89 eV.

Atoms and positions in Å:
Hg: -0.3086 -0.5883 3.2071
C: 2.5152 -0.3837 -1.0983
C: 1.6325 0.5584 -0.7561
C: 0.2447 0.6396 -1.2941
C: -0.7622 -0.4117 -0.7420
C: -0.5936 -1.8772 -0.9947
C: 0.2444 -2.4506 -1.8620
C: 1.0209 -1.7169 -2.9044
C: 2.3836 -1.2015 -2.3607
C: 0.8744 -2.3378 2.6420
H: 3.4244 -0.5755 -0.5017
H: 1.8835 1.3274 -0.0164
H: 0.1960 0.7278 -2.3879
H: -0.1359 1.5842 -0.8903
H: -0.7608 -0.2679 0.3550
H: -1.7796 -0.1034 -1.0536
H: -1.1728 -2.5011 -0.2991
H: 0.4001 -3.5313 -1.8148
H: 0.3884 -0.9475 -3.3763
H: 1.3018 -2.4603 -3.6727
H: 2.9667 -2.1028 -2.1230
H: 2.9124 -0.6991 -3.1908
H: 1.9111 -2.0591 2.3518
H: 0.3769 -2.8277 1.7886
H: 0.9427 -3.0300 3.5041
P: -5.4248 1.2591 -0.9074
P: -3.5983 3.8830 -0.8175
N: -5.8502 -0.0319 -2.0221
N: -7.0486 1.2518 -0.1544
N: -2.7971 3.8473 -2.4088
N: -3.2806 5.5971 -0.5826
C: -5.7701 2.6500 -2.0936
C: -5.3093 3.9986 -1.5272
C: -5.0501 -1.1725 -2.1610
C: -5.5762 -1.9549 -3.1765
C: -6.7403 -1.2873 -3.6799
C: -6.8871 -0.1113 -2.9574
C: -7.1958 0.9624 1.2073
C: -8.5366 1.0824 1.5490
C: -9.2473 1.4625 0.3642
C: -8.3136 1.5503 -0.6629
C: -1.6924 3.0149 -2.5891
C: -1.3234 3.0207 -3.9267
C: -2.2445 3.8767 -4.6079
C: -3.1381 4.3626 -3.6582
C: -3.3198 6.6772 -1.4752
C: -3.2395 7.8611 -0.7528
C: -3.1485 7.5065 0.6370
C: -3.1726 6.1244 0.7152
H: -6.8390 2.7123 -2.3330
H: -5.2324 2.3888 -3.0196
H: -5.3668 4.7644 -2.3120
H: -5.9444 4.3246 -0.6855
H: -4.1783 -1.2908 -1.5350
H: -5.1808 -2.8962 -3.5173
H: -7.4013 -1.6162 -4.4640
H: -7.6128 0.6814 -3.0628
H: -6.3265 0.7178 1.7966
H: -8.9608 0.9200 2.5274
H: -10.3028 1.6590 0.2588
H: -8.4589 1.8230 -1.6984
H: -1.3012 2.4948 -1.7372
H: -0.4914 2.4797 -4.3552
H: -2.2631 4.1126 -5.6593
H: -3.9875 5.0199 -3.7744
H: -3.4004 6.5216 -2.5381
H: -3.2409 8.8559 -1.1717
H: -3.0735 8.1906 1.4685
H: -3.1347 5.4511 1.5558
O: 4.4531 -2.7812 -0.6611
C: 4.7373 -2.5662 0.5114
N: 6.0789 -2.6498 0.9926
C: 6.0710 -2.7229 2.4199
C: 4.6900 -2.0168 2.6732
O: 4.4324 -1.4410 3.7382
N: 3.9221 -2.1679 1.5647
C: 5.9944 -4.1789 2.8905
C: 4.9891 -4.6170 3.7548
C: 4.9184 -5.9724 4.1067
C: 5.8693 -6.8771 3.6278
C: 6.9114 -6.4160 2.8119
C: 6.9818 -5.0667 2.4501
C: 7.2564 -1.9838 3.0106
C: 7.9780 -2.4664 4.1102
C: 9.1129 -1.7721 4.5542
C: 9.5045 -0.5798 3.9376
C: 8.7665 -0.0958 2.8470
C: 7.6446 -0.7981 2.3893
H: 6.6976 -3.2098 0.4184
H: 4.2568 -3.9151 4.1641
H: 4.1039 -6.2960 4.7556
H: 5.8085 -7.9336 3.9019
H: 7.6804 -7.0952 2.4453
H: 7.7998 -4.7046 1.8220
H: 7.6646 -3.3857 4.6123
H: 9.6774 -2.1699 5.4000
H: 10.3750 -0.0288 4.3022
H: 9.0481 0.8340 2.3515
H: 7.0719 -0.4340 1.5326

Mulliken population analysis, charges in e, atoms 1 to 5: 0.642 -0.431 -1.050 -0.307 0.838


C11H12ClFNO4PTm as an isolated structure, computed with wB97M-V/def2-TZVPD.

The calculation puts the HOMO-LUMO gap (alpha / beta) at 5.36 / 5.40 eV. As for the charge: +3. Its spin multiplicity is 3.

Atoms and positions in Å:
C: 4.3067 -0.8659 0.6418
C: 2.7422 -1.3816 0.9298
C: 1.9010 -1.5016 -0.4722
Cl: 2.9346 -1.2442 -2.0118
C: 0.5543 -0.5715 -0.5602
C: 0.4990 0.9155 -0.3803
P: 2.0700 1.9272 0.0134
N: 1.6537 2.8042 1.5516
O: 2.3922 3.1009 -1.2375
C: -0.9182 1.7861 -0.5367
O: -0.8840 3.1150 -0.6798
C: -2.3683 1.0221 -0.5669
C: -2.3502 -0.4868 -0.7324
C: -3.8278 -1.2145 -0.7516
C: -4.6106 -0.6869 0.6253
O: -4.5096 -1.4780 1.6972
F: -5.3811 0.5804 0.7094
C: -0.9041 -1.3032 -0.9271
O: -0.9991 -2.5398 -1.4263
H: 4.8723 -0.7014 1.6572
H: 4.3505 0.1445 0.0462
H: 4.9134 -1.6594 -0.0106
H: 2.8741 -2.4670 1.4075
H: 2.2423 -0.6611 1.7235
H: 1.5264 -2.6335 -0.5364
H: 0.5940 2.8397 1.6270
H: 1.9204 2.1162 2.3171
H: 3.1535 3.6551 -0.8724
H: -3.3678 1.6428 -0.4619
H: -4.5037 -0.8888 -1.6688
H: -3.7950 -2.3867 -0.7175
Tm: -7.0811 -0.9780 -0.3967

Mulliken population analysis, charges in e, atoms 1 to 5: -0.985 -0.281 -0.363 -0.048 0.033


C18H17AsClGaN3OS5 as an isolated structure, computed with wB97M-V/def2-TZVPD.

The calculation puts the HOMO-LUMO gap at 4.86 eV. As for the charge: -1.

Atoms and positions in Å:
Ga: -1.2181 1.5796 0.5320
N: 0.7968 -0.3346 -2.7633
C: 0.9769 -1.4410 -1.9562
C: 1.6807 -2.6234 -2.1724
C: 1.5818 -3.5456 -1.0870
C: 0.9487 -3.3053 0.0883
C: 0.2497 -2.0022 0.4398
C: 0.2821 -1.1260 -0.7752
N: -0.2563 0.1154 -0.8818
C: 0.0549 0.5920 -2.0782
C: -0.4144 1.8726 -2.5104
C: -0.3431 2.5069 -3.7177
S: -1.1478 4.0236 -3.6249
C: -1.5298 3.7249 -1.9920
N: -1.0852 2.5956 -1.5382
H: 1.2046 -0.2078 -3.6709
H: 2.1564 -2.8720 -3.1093
H: 2.0534 -4.5171 -1.2087
H: 0.9246 -4.0812 0.8464
H: -0.7942 -2.2102 0.7196
H: 0.1028 2.1607 -4.6339
H: -2.1175 4.4041 -1.3898
S: -3.7229 3.9396 0.6828
As: -5.2870 2.7952 -0.0909
S: -4.9306 0.5888 0.7765
S: -3.4869 0.3662 -0.7050
S: -4.4108 1.6873 -2.0124
C: -3.5838 -1.6073 3.3452
O: -2.5931 -0.7215 2.8626
H: -4.2089 -2.0028 2.5388
H: -4.2336 -1.1296 4.0863
H: -3.0671 -2.4396 3.8222
H: -3.0402 -0.0221 2.3627
Cl: 5.4793 2.4374 0.6516
C: 4.1454 1.3463 0.9597
C: 3.1561 1.7167 1.8491
C: 2.0993 0.8435 2.0753
C: 2.0212 -0.3905 1.4370
C: 0.8467 -1.3014 1.6969
C: 3.0369 -0.7323 0.5428
C: 4.0953 0.1293 0.3006
H: 3.2021 2.6759 2.3468
H: 1.3080 1.1380 2.7549
H: 1.1431 -2.0884 2.3991
H: 0.0607 -0.7251 2.1932
H: 2.9911 -1.6741 0.0105
H: 4.8729 -0.1384 -0.4023

Mulliken population analysis, charges in e, atoms 1 to 5: 0.208 -0.019 1.455 -1.602 -0.309


C49H65N2PPdS as an isolated structure, computed with wB97M-V/def2-TZVPD.

The calculation puts the HOMO-LUMO gap (alpha / beta) at 6.19 / 5.88 eV. Its spin multiplicity is 3.

Atoms and positions in Å:
Pd: -0.3881 0.1924 0.3398
C: 4.1346 -2.1318 3.4787
C: 4.4207 -2.1659 1.9755
C: 5.8178 -1.5863 1.7040
C: 3.4145 -1.4231 1.1088
C: 3.0806 -1.9218 -0.1452
C: 2.3867 -1.1690 -1.0859
C: 2.2221 -1.7753 -2.4724
C: 3.5755 -2.0087 -3.1531
C: 1.4317 -3.0866 -2.4028
C: 1.9460 0.1406 -0.7650
C: 2.2360 0.6325 0.5399
C: 2.9517 -0.1606 1.4361
C: 1.9820 2.0805 0.9404
C: 3.0893 3.0043 0.4137
C: 1.8419 2.2891 2.4489
C: 1.6650 1.0623 -1.9463
C: 2.8276 1.4705 -2.6203
C: 2.7807 2.2374 -3.7710
C: 1.5492 2.6114 -4.2949
C: 0.3932 2.2364 -3.6324
C: 0.4262 1.4635 -2.4648
P: -1.2094 1.2291 -1.5968
C: -3.3520 1.8932 1.6222
C: -3.6681 0.5372 2.1609
C: -4.4538 2.7495 1.1079
C: -1.9771 2.4372 1.8050
C: -2.0604 -0.2337 -2.5159
C: -2.4431 -1.3239 -1.5022
C: -1.1035 -0.8576 -3.5334
C: -3.3239 0.2245 -3.2296
H: 4.8771 -2.7323 4.0113
H: 3.1440 -2.5197 3.7129
H: 4.2008 -1.1101 3.8678
H: 4.4263 -3.2098 1.6467
H: 5.8718 -0.5581 2.0739
H: 6.0345 -1.5713 0.6342
H: 6.5902 -2.1739 2.2073
H: 3.4455 -2.9069 -0.4297
H: 1.6757 -1.0725 -3.0949
H: 4.1633 -2.7632 -2.6209
H: 4.1607 -1.0872 -3.1985
H: 3.4197 -2.3628 -4.1765
H: 2.0342 -3.8792 -1.9476
H: 1.1425 -3.4169 -3.4059
H: 0.5254 -2.9772 -1.8000
H: 3.1996 0.2500 2.4104
H: 1.0541 2.3838 0.4942
H: 4.0715 2.6362 0.7335
H: 2.9574 4.0137 0.8168
H: 3.0824 3.0739 -0.6723
H: 2.8163 2.2720 2.9493
H: 1.2042 1.5335 2.9159
H: 1.3924 3.2668 2.6375
H: 3.7900 1.1777 -2.2113
H: 3.7026 2.5446 -4.2533
H: 1.4939 3.2076 -5.1994
H: -0.5752 2.5610 -4.0026
H: -4.5945 0.1398 1.7341
H: -3.8047 0.5513 3.2578
H: -2.8565 -0.1666 1.9631
H: -4.9709 2.2671 0.2671
H: -4.0882 3.7168 0.7564
H: -5.2206 2.9344 1.8780
H: -1.2023 1.6643 1.5999
H: -1.8026 2.7717 2.8443
H: -1.7870 3.2863 1.1484
H: -1.5962 -1.5908 -0.8765
H: -2.7609 -2.2331 -2.0277
H: -3.2612 -0.9938 -0.8591
H: -0.2098 -1.2295 -3.0371
H: -0.8000 -0.1453 -4.3026
H: -1.5964 -1.7055 -4.0222
H: -4.0712 0.5795 -2.5189
H: -3.7502 -0.6266 -3.7772
H: -3.1141 1.0268 -3.9385
N: -0.2996 -1.1014 2.2714
S: 0.4569 -2.4300 2.7153
C: 0.1397 -3.5908 1.4070
C: 1.1424 -4.4970 1.0964
C: 0.9011 -5.4653 0.1310
C: -0.3265 -5.5031 -0.5155
C: -1.3172 -4.5781 -0.1995
C: -1.0914 -3.6167 0.7736
C: -0.5809 -3.2356 3.9663
C: -1.8410 -2.7258 4.2186
C: -2.6066 -3.2984 5.2275
C: -2.0976 -4.3524 5.9769
C: -0.8276 -4.8511 5.7129
C: -0.0591 -4.2888 4.7030
H: 0.0934 -0.3510 2.8364
H: 2.0973 -4.4465 1.6127
H: 1.6730 -6.1819 -0.1218
H: -0.5159 -6.2554 -1.2729
H: -2.2717 -4.6107 -0.7104
H: -1.8604 -2.9025 1.0461
H: -2.1977 -1.8839 3.6329
H: -3.5989 -2.9156 5.4328
H: -2.6892 -4.7815 6.7776
H: -0.4347 -5.6732 6.2985
H: 0.9360 -4.6695 4.4868
C: -4.6791 3.4911 -2.7819
C: -3.6014 4.3673 -2.1913
C: -3.8786 5.7195 -2.0431
C: -2.9552 6.6016 -1.5069
C: -1.7148 6.1048 -1.1551
C: -1.3819 4.7621 -1.3152
C: 0.0168 4.3519 -0.9683
C: -2.3368 3.8269 -1.7993
N: -2.1582 2.4551 -1.9524
H: -4.7544 3.6416 -3.8655
H: -4.4566 2.4455 -2.6060
H: -5.6548 3.7283 -2.3468
H: -4.8557 6.0832 -2.3527
H: -3.1942 7.6490 -1.3629
H: -0.9640 6.7781 -0.7484
H: 0.6758 4.3948 -1.8404
H: 0.0268 3.3357 -0.6130
H: 0.4355 4.9964 -0.1924

Mulliken population analysis, charges in e, atoms 1 to 5: 1.326 -1.435 -0.250 -1.547 0.584


C2H10IrN3 as an isolated structure, computed with wB97M-V/def2-TZVPD.

The calculation puts the HOMO-LUMO gap (alpha / beta) at 4.69 / 7.18 eV. As for the charge: +1. Its spin multiplicity is 6.

Atoms and positions in Å:
C: 0.3261 2.3098 -0.2124
Ir: -0.0062 -0.1666 0.4148
N: 0.6475 -2.1744 0.0823
N: -1.3968 -0.5995 -0.9870
H: 0.6193 -2.7949 0.8758
H: 0.7757 1.3082 -0.5110
H: 1.1419 2.9503 0.1152
H: -0.3709 2.1912 0.6087
H: -0.1914 2.7400 -1.0621
H: -2.1534 -1.2286 -0.7110
H: -0.9688 -0.9865 -1.8490
H: -1.8892 0.2428 -1.2812
H: 0.3366 -2.7412 -0.7039
H: 1.6513 -2.0001 -0.0901
N: 0.9072 0.6193 3.1999
C: 0.5711 0.3302 2.1109

Mulliken population analysis, charges in e, atoms 1 to 5: -1.057 0.637 -0.882 -0.791 0.339


For each record above, in turn, the calculated energy values are -212311.4758, -80083.3182, -75298.7675, -205376.0986, -78450.2018, -9529.9400 eV.